This record from the Open Molecules 2025 dataset describes a molecular structure, C4H5HgNaO2 at a distorted geometry. The level of theory is the ωB97M-V functional and the def2-TZVPD basis.

Properties
**Total charge**: 0
**Spin multiplicity**: 3
**E_LUMO (spin up / spin down)**: -1.10 / -2.10 eV
**⟨S²⟩**: 2.02
**E_HOMO (spin up / spin down)**: -6.1426 / -7.4938 eV

CARTESIAN COORDINATES (ANGSTROEM)
1 C -0.63826 0.71967 1.71486
2 C -1.18227 0.55205 0.32673
3 C -0.50893 0.01623 -0.82392
4 C 0.47297 -0.96159 -0.82181
5 O 1.24433 -1.25831 -1.82708
6 O 0.60398 1.11113 1.88977
7 Na 1.77485 1.68953 0.11564
8 Hg 2.97446 -2.62457 -2.82767
9 H -1.40230 1.13901 2.40825
10 H -1.95531 1.29942 0.09629
11 H -1.14969 -0.50349 1.44275
12 H -0.85094 0.36031 -1.80692
13 H 0.61711 -1.53940 0.11310